w:
ORCA calculation (wB97M-V/def2-TZVPD) on a cluster of 13 separate species, C52H143N13O13 in total.

Computed properties:
Highest occupied orbital energy in eV: -8.6
Lowest unoccupied orbital energy in eV: 0.324
Kohn-Sham gap in eV: 8.89
Multiplicity: 1

Structure (XYZ):
```
221
Properties=species:S:1:pos:R:3:lowdin_charge:R:1
C 21.285 10.794 20.358 -0.047
C 19.999 10.918 21.212 -0.443
C 18.843 10.401 20.279 -0.191
O 18.721 11.277 19.125 -0.227
C 17.645 12.215 19.389 -0.089
N 20.069 10.188 22.448 0.039
H 21.493 9.709 20.211 0.089
H 22.181 11.190 20.774 0.053
H 21.299 11.301 19.383 0.080
H 19.758 11.948 21.416 0.106
H 17.897 10.234 20.876 0.123
H 19.092 9.378 19.855 0.131
H 17.600 12.879 18.546 0.063
H 17.921 12.782 20.282 0.075
H 16.690 11.659 19.588 0.081
H 20.325 9.186 22.369 0.098
H 19.121 10.242 22.805 0.064
C 11.269 14.367 20.793 -0.045
C 11.064 14.630 22.250 -0.427
C 11.600 15.984 22.646 -0.141
O 11.683 15.934 24.151 -0.211
C 11.961 17.246 24.662 -0.117
N 9.649 14.605 22.773 0.042
H 10.938 13.405 20.401 0.069
H 12.361 14.465 20.566 0.065
H 10.859 15.133 20.188 0.073
H 11.638 13.929 22.797 0.078
H 10.883 16.706 22.396 0.108
H 12.549 16.261 22.224 0.109
H 12.310 17.189 25.724 0.091
H 11.060 17.843 24.714 0.079
H 12.772 17.740 24.111 0.073
H 9.663 14.855 23.783 0.077
H 9.193 13.684 22.674 0.073
C 17.176 17.997 16.049 -0.060
C 17.869 17.696 14.743 -0.461
C 19.241 17.216 15.016 -0.218
O 19.960 16.938 13.826 -0.179
C 20.860 15.887 14.102 -0.114
N 17.032 16.762 14.038 0.054
H 17.035 17.141 16.675 0.049
H 16.194 18.486 15.825 0.088
H 17.783 18.787 16.576 0.096
H 17.851 18.550 14.063 0.147
H 19.177 16.224 15.499 0.097
H 19.896 17.799 15.650 0.132
H 21.571 15.901 13.244 0.102
H 20.379 14.951 14.020 0.057
H 21.341 16.037 15.106 0.102
H 17.612 16.299 13.313 0.091
H 16.876 15.917 14.600 0.064
C 22.297 16.097 19.270 -0.063
C 20.780 16.406 19.221 -0.480
C 20.141 15.213 18.575 -0.202
O 20.781 14.780 17.350 -0.199
C 19.913 13.903 16.658 -0.126
N 20.235 16.730 20.486 0.054
H 22.513 15.190 19.960 0.102
H 22.846 17.002 19.655 0.083
H 22.678 15.962 18.203 0.092
H 20.721 17.327 18.566 0.152
H 19.033 15.406 18.407 0.134
H 20.165 14.368 19.224 0.105
H 19.010 14.363 16.275 0.064
H 19.636 13.044 17.245 0.064
H 20.499 13.570 15.747 0.104
H 20.616 16.117 21.177 0.060
H 19.200 16.652 20.687 0.058
C 13.623 16.351 18.542 -0.048
C 14.928 15.574 18.525 -0.452
C 14.918 14.498 19.576 -0.162
O 14.740 15.133 20.869 -0.204
C 14.796 14.181 21.881 -0.135
N 15.092 15.034 17.190 0.069
H 13.602 17.358 18.104 0.081
H 13.344 16.518 19.618 0.080
H 12.799 15.757 18.120 0.074
H 15.681 16.333 18.684 0.110
H 15.870 13.960 19.531 0.101
H 13.995 13.883 19.339 0.126
H 14.811 14.700 22.901 0.098
H 15.771 13.560 21.920 0.110
H 13.923 13.574 21.978 0.054
H 14.419 14.273 17.103 0.043
H 15.989 14.479 17.143 0.081
C 14.768 10.224 18.094 -0.031
C 13.788 10.796 19.185 -0.402
C 12.567 11.453 18.550 -0.184
O 13.013 12.469 17.605 -0.247
C 11.881 12.937 16.872 -0.082
N 13.179 9.762 19.983 0.034
H 15.564 9.678 18.568 0.069
H 15.109 11.031 17.518 0.028
H 14.235 9.518 17.389 0.098
H 14.317 11.494 19.799 0.106
H 11.876 11.914 19.262 0.099
H 11.965 10.677 18.069 0.122
H 12.287 13.467 15.984 0.088
H 11.341 13.629 17.562 0.097
H 11.312 12.089 16.600 0.073
H 13.669 9.492 20.864 0.045
H 12.940 8.922 19.499 0.067
C 15.213 13.773 12.859 -0.068
C 14.750 13.245 14.171 -0.458
C 13.720 12.201 14.038 -0.245
O 12.522 12.714 13.492 -0.174
C 11.660 11.797 12.778 -0.078
N 15.966 12.711 14.919 0.064
H 15.817 14.755 12.979 0.085
H 14.423 14.097 12.119 0.100
H 15.743 12.978 12.340 0.075
H 14.429 14.133 14.705 0.111
H 13.619 11.769 15.050 0.112
H 14.168 11.401 13.483 0.120
H 11.912 11.718 11.721 0.080
H 10.650 12.244 12.744 0.089
H 11.549 10.790 13.171 0.077
H 16.395 11.946 14.369 0.046
H 15.447 12.172 15.708 0.072
C 12.120 16.939 12.830 -0.055
C 13.511 17.212 13.336 -0.429
C 14.225 18.358 12.589 -0.152
O 14.445 17.891 11.227 -0.219
C 14.765 18.823 10.243 -0.131
N 13.551 17.435 14.810 0.044
H 11.348 17.714 12.996 0.094
H 11.773 16.015 13.237 0.055
H 12.220 16.644 11.785 0.079
H 14.152 16.367 13.245 0.087
H 15.193 18.540 13.040 0.098
H 13.610 19.251 12.507 0.118
H 14.912 18.296 9.333 0.073
H 15.539 19.520 10.539 0.079
H 13.853 19.487 10.124 0.097
H 14.360 16.920 15.211 0.041
H 12.724 16.971 15.181 0.051
C 17.776 18.120 25.384 -0.045
C 16.763 16.966 25.353 -0.415
C 16.041 16.989 26.702 -0.240
O 16.958 16.749 27.722 -0.198
C 16.926 15.381 28.112 -0.086
N 15.955 17.188 24.126 0.041
H 18.486 18.010 24.542 0.086
H 18.268 17.999 26.352 0.081
H 17.252 19.031 25.417 0.058
H 17.303 15.976 25.250 0.121
H 15.206 16.194 26.786 0.136
H 15.550 17.994 26.774 0.134
H 17.624 15.340 28.977 0.106
H 17.244 14.727 27.277 0.087
H 15.941 15.121 28.414 0.066
H 15.191 16.540 23.958 0.047
H 15.514 18.132 24.078 0.093
C 21.780 13.160 23.599 -0.058
C 21.051 13.412 24.947 -0.388
C 19.567 13.702 24.870 -0.216
O 19.360 14.966 24.292 -0.190
C 18.350 14.875 23.289 -0.124
N 21.347 12.290 25.906 0.015
H 22.896 13.130 23.740 0.093
H 21.537 13.856 22.786 0.065
H 21.452 12.224 23.223 0.018
H 21.585 14.241 25.353 0.123
H 19.219 13.667 25.878 0.103
H 18.900 13.037 24.332 0.111
H 18.225 15.893 22.777 0.081
H 17.376 14.527 23.616 0.062
H 18.748 14.117 22.532 0.091
H 21.132 11.377 25.429 0.078
H 22.367 12.209 26.068 0.072
C 16.462 19.377 19.956 -0.048
C 17.640 18.505 20.415 -0.426
C 18.671 19.298 21.206 -0.189
O 19.098 20.423 20.388 -0.214
C 19.829 21.440 21.051 -0.106
N 17.232 17.292 21.175 0.047
H 16.814 20.056 19.182 0.071
H 15.865 19.946 20.693 0.084
H 15.680 18.732 19.480 0.069
H 18.097 18.083 19.528 0.114
H 19.521 18.716 21.560 0.099
H 18.133 19.722 22.094 0.130
H 20.336 21.869 20.202 0.080
H 20.535 20.998 21.754 0.084
H 19.144 22.181 21.532 0.096
H 16.499 16.909 20.617 0.031
H 16.917 17.611 22.119 0.060
C 15.486 9.560 24.746 -0.054
C 14.254 9.667 23.906 -0.469
C 14.315 11.020 23.231 -0.231
O 14.276 12.102 24.137 -0.194
C 13.014 12.215 24.685 -0.125
N 14.047 8.636 22.929 0.050
H 15.575 8.653 25.425 0.111
H 15.630 10.464 25.337 0.087
H 16.283 9.605 24.079 0.044
H 13.397 9.678 24.653 0.137
H 13.534 11.075 22.488 0.105
H 15.282 11.151 22.714 0.130
H 12.672 11.305 25.264 0.092
H 12.220 12.389 23.892 0.097
H 13.090 13.040 25.408 0.101
H 14.564 7.805 23.105 0.070
H 13.061 8.478 22.718 0.095
C 18.313 9.780 14.281 -0.059
C 17.703 9.432 15.688 -0.438
C 16.532 8.455 15.465 -0.254
O 15.520 9.140 14.749 -0.208
C 14.511 8.065 14.586 -0.084
N 18.581 8.931 16.705 0.051
H 18.784 8.878 13.879 0.064
H 19.149 10.507 14.429 0.075
H 17.540 10.190 13.510 0.097
H 17.317 10.394 16.043 0.116
H 16.149 8.200 16.468 0.103
H 16.818 7.521 14.956 0.126
H 14.920 7.343 13.852 0.090
H 13.564 8.420 14.174 0.075
H 14.288 7.519 15.523 0.086
H 19.378 8.369 16.443 0.075
H 18.753 9.603 17.477 0.063
```

=====

x:
ORCA calculation (wB97M-V/def2-TZVPD) on a cluster of 13 separate species, C52H143N13O13 in total.

Computed properties:
Highest occupied orbital energy in eV: -8.5
Lowest unoccupied orbital energy in eV: 0.305
Kohn-Sham gap in eV: 8.83
Multiplicity: 1

Structure (XYZ):
```
221
Properties=species:S:1:pos:R:3:lowdin_charge:R:1
C -9.052 -2.514 3.979 -0.052
C -8.326 -1.354 4.689 -0.404
C -6.917 -1.721 5.088 -0.235
O -6.252 -0.584 5.507 -0.165
C -4.928 -0.763 5.738 -0.156
N -8.266 -0.196 3.740 0.044
H -9.040 -2.429 2.892 0.068
H -10.124 -2.350 4.094 0.071
H -8.791 -3.503 4.358 0.076
H -8.839 -0.911 5.542 0.135
H -6.355 -2.078 4.224 0.106
H -7.025 -2.453 5.888 0.133
H -4.534 -1.100 6.697 0.087
H -4.603 0.260 5.929 0.091
H -4.268 -1.118 4.946 0.081
H -7.733 -0.660 3.019 0.022
H -7.630 0.456 4.177 0.057
C -2.349 5.103 4.812 -0.070
C -1.595 5.316 3.411 -0.380
C -0.540 6.458 3.589 -0.134
O -1.163 7.796 3.655 -0.203
C -1.194 8.471 2.395 -0.110
N -1.096 3.976 3.112 0.015
H -3.258 4.533 5.003 0.064
H -2.735 6.072 5.130 0.059
H -1.585 4.844 5.545 0.066
H -2.412 5.498 2.714 0.118
H 0.301 6.526 2.899 0.099
H -0.103 6.373 4.583 0.119
H -1.560 7.803 1.616 0.055
H -0.181 8.767 2.122 0.082
H -1.826 9.359 2.404 0.088
H -1.858 3.363 2.861 0.064
H -0.513 3.983 2.287 0.002
C 1.435 1.016 -1.220 -0.048
C 0.865 -0.120 -0.394 -0.369
C -0.643 -0.236 -0.270 -0.221
O -1.174 0.982 0.062 -0.220
C -2.576 1.078 0.003 -0.066
N 1.326 -1.272 -1.173 0.041
H 0.992 1.869 -0.705 0.036
H 1.071 1.285 -2.211 0.069
H 2.518 1.072 -1.115 0.090
H 1.270 0.065 0.600 0.141
H -1.047 -0.989 0.406 0.129
H -1.109 -0.511 -1.217 0.111
H -2.875 0.897 -1.030 0.081
H -2.755 2.107 0.317 0.088
H -3.013 0.328 0.661 0.075
H 0.856 -1.344 -2.064 0.051
H 1.049 -2.195 -0.871 0.073
C 5.607 -2.909 5.119 -0.060
C 4.478 -1.949 5.629 -0.370
C 3.786 -1.197 4.397 -0.177
O 4.693 -0.260 3.777 -0.188
C 3.971 0.574 2.831 -0.099
N 3.440 -2.779 6.263 0.028
H 5.259 -3.838 4.669 0.064
H 6.307 -3.151 5.918 0.061
H 6.331 -2.379 4.499 0.067
H 4.879 -1.234 6.347 0.129
H 2.964 -0.664 4.874 0.105
H 3.375 -1.943 3.717 0.122
H 4.664 1.036 2.127 0.073
H 3.317 1.292 3.325 0.090
H 3.464 -0.088 2.129 0.063
H 3.628 -2.919 7.245 0.074
H 2.616 -2.199 6.341 0.026
C 3.528 -3.672 -4.787 -0.053
C 3.604 -5.191 -5.336 -0.372
C 4.363 -5.315 -6.705 -0.196
O 5.746 -4.927 -6.678 -0.183
C 6.387 -5.373 -7.857 -0.117
N 4.253 -5.856 -4.212 0.019
H 3.004 -3.081 -5.538 0.060
H 4.487 -3.209 -4.554 0.074
H 2.956 -3.665 -3.860 0.055
H 2.586 -5.580 -5.320 0.125
H 3.875 -4.568 -7.331 0.113
H 4.085 -6.290 -7.104 0.119
H 7.445 -5.145 -7.726 0.089
H 5.973 -4.974 -8.783 0.090
H 6.392 -6.463 -7.839 0.084
H 4.999 -5.197 -4.041 0.054
H 4.767 -6.684 -4.477 0.074
C -3.436 1.581 -5.199 -0.029
C -2.520 0.647 -4.286 -0.403
C -1.665 -0.279 -5.101 -0.190
O -0.723 -0.953 -4.233 -0.211
C 0.162 -1.861 -4.888 -0.105
N -1.673 1.513 -3.491 0.067
H -4.270 2.029 -4.658 0.072
H -3.998 0.971 -5.906 0.070
H -2.895 2.400 -5.672 0.059
H -3.184 0.067 -3.645 0.126
H -1.078 0.333 -5.786 0.108
H -2.221 -1.016 -5.680 0.130
H 0.904 -1.230 -5.377 0.081
H -0.229 -2.627 -5.557 0.091
H 0.780 -2.401 -4.170 0.059
H -1.272 0.899 -2.795 0.043
H -2.032 2.356 -3.066 0.072
C -5.345 6.811 -0.257 -0.039
C -4.343 7.228 -1.369 -0.429
C -3.001 7.753 -0.941 -0.270
O -2.240 8.173 -2.044 -0.175
C -1.003 8.781 -1.545 -0.055
N -4.071 6.075 -2.209 0.046
H -5.631 7.679 0.337 0.075
H -4.830 6.088 0.375 0.066
H -6.189 6.233 -0.633 0.076
H -4.725 8.063 -1.958 0.139
H -2.472 6.915 -0.488 0.104
H -3.266 8.514 -0.208 0.125
H -1.210 9.708 -1.011 0.093
H -0.351 8.933 -2.405 0.086
H -0.452 8.006 -1.012 0.067
H -3.667 5.346 -1.638 0.060
H -3.270 6.299 -2.782 0.030
C 2.748 3.179 -6.329 -0.055
C 1.321 3.128 -5.810 -0.489
C 0.244 3.526 -6.765 -0.183
O 0.002 4.941 -6.887 -0.170
C -0.839 5.370 -7.868 -0.141
N 1.159 1.797 -5.364 0.051
H 2.738 4.066 -6.962 0.071
H 3.063 2.448 -7.074 0.086
H 3.382 3.492 -5.499 0.081
H 1.312 3.754 -4.918 0.122
H -0.609 2.922 -6.456 0.099
H 0.459 3.011 -7.702 0.135
H -1.716 4.723 -7.897 0.089
H -0.316 5.318 -8.823 0.086
H -1.124 6.418 -7.782 0.092
H 0.237 1.606 -4.996 0.022
H 1.765 1.632 -4.573 0.079
C 1.306 5.260 0.445 -0.043
C 0.014 4.950 -0.316 -0.363
C 0.087 4.867 -1.895 -0.164
O -1.165 4.661 -2.500 -0.213
C -1.191 4.817 -3.861 -0.124
N -0.620 3.715 0.228 0.053
H 1.538 6.323 0.383 0.079
H 2.110 4.654 0.026 0.079
H 1.175 4.909 1.468 0.061
H -0.662 5.769 -0.070 0.097
H 0.639 3.973 -2.188 0.113
H 0.612 5.701 -2.361 0.121
H -0.550 5.656 -4.134 0.096
H -2.167 5.265 -4.046 0.090
H -0.935 3.892 -4.379 0.064
H 0.069 2.984 0.125 0.039
H -1.393 3.334 -0.299 0.047
C -6.583 -1.303 -0.142 -0.051
C -5.823 -1.997 0.999 -0.442
C -4.748 -2.904 0.470 -0.201
O -4.190 -3.464 1.666 -0.208
C -3.317 -4.581 1.369 -0.083
N -5.573 -0.990 1.994 0.068
H -6.729 -0.237 0.032 0.075
H -7.588 -1.657 -0.375 0.073
H -6.041 -1.375 -1.085 0.064
H -6.542 -2.626 1.525 0.132
H -3.971 -2.416 -0.119 0.114
H -4.968 -3.635 -0.308 0.124
H -2.401 -4.091 1.039 0.079
H -3.803 -5.303 0.713 0.087
H -3.149 -5.151 2.283 0.082
H -4.763 -0.459 1.709 0.062
H -5.198 -1.577 2.726 0.043
C 5.947 -0.994 -0.062 -0.034
C 5.616 -2.491 -0.200 -0.409
C 6.289 -3.362 0.794 -0.189
O 7.722 -3.173 0.898 -0.195
C 8.457 -3.935 0.027 -0.138
N 4.129 -2.736 -0.168 0.060
H 6.984 -0.756 0.176 0.080
H 5.398 -0.460 0.714 0.045
H 5.720 -0.510 -1.013 0.075
H 5.927 -2.748 -1.212 0.121
H 6.073 -4.431 0.790 0.120
H 5.840 -3.067 1.743 0.119
H 8.564 -4.893 0.534 0.084
H 9.396 -3.402 -0.119 0.096
H 7.864 -4.209 -0.845 0.083
H 3.858 -3.347 -0.925 0.047
H 3.585 -1.939 -0.463 0.021
C -1.292 -3.153 3.641 -0.072
C -0.040 -2.612 4.429 -0.355
C -0.536 -1.860 5.707 -0.219
O 0.561 -1.323 6.404 -0.229
C 0.162 -0.650 7.611 -0.087
N 0.619 -3.868 4.827 0.037
H -1.776 -4.074 3.968 0.074
H -0.939 -3.433 2.648 0.053
H -1.981 -2.337 3.424 0.061
H 0.592 -1.923 3.869 0.132
H -1.044 -2.500 6.428 0.122
H -1.199 -1.028 5.470 0.116
H 0.054 -1.390 8.404 0.085
H -0.667 0.056 7.654 0.089
H 1.099 -0.129 7.809 0.088
H 0.169 -4.116 5.696 0.065
H 1.602 -3.887 5.059 0.041
C 1.804 -6.122 0.363 -0.068
C 3.232 -6.653 0.127 -0.418
C 3.649 -7.308 1.419 -0.244
O 3.981 -6.509 2.520 -0.210
C 4.241 -7.182 3.774 -0.072
N 3.212 -7.498 -1.085 0.045
H 1.549 -5.399 -0.412 0.061
H 1.667 -5.575 1.296 0.073
H 1.191 -7.024 0.362 0.074
H 3.950 -5.842 0.003 0.122
H 4.563 -7.829 1.135 0.122
H 2.886 -7.944 1.868 0.125
H 3.394 -7.724 4.196 0.080
H 4.602 -6.480 4.525 0.080
H 4.981 -7.928 3.485 0.082
H 2.461 -8.172 -1.030 0.059
H 2.924 -6.925 -1.866 0.043
```

=====

Stability ranking, top entry: w; the second entry is 3.841 eV less favorable.

=====

w:
ORCA calculation (wB97M-V/def2-TZVPD) on a cluster of 2 separate species, C6H6O2S in total.

Computed properties:
Highest occupied orbital energy (alpha / beta) in eV: -8.1 / -8.1
Lowest unoccupied orbital energy (alpha / beta) in eV: -0.932 / -0.932
Kohn-Sham gap (alpha / beta) in eV: 7.19 / 7.19
Multiplicity: 1

Structure (XYZ):
```
15
Properties=species:S:1:pos:R:3:lowdin_charge:R:1
C 1.321 1.163 -0.675 -0.082
C 1.249 -0.239 -0.195 -0.028
C 0.477 1.921 -0.079 -0.118
C 0.043 -0.734 0.274 -0.105
C -0.822 1.523 0.518 -0.154
C -1.006 0.037 0.524 -0.120
O 0.588 -3.800 0.069 -0.461
O -1.531 -3.304 -0.929 -0.453
S -0.789 -3.463 0.298 0.828
H 2.285 1.457 -1.087 0.114
H 2.057 -0.883 -0.381 0.082
H 0.732 2.999 -0.056 0.126
H -0.916 2.048 1.455 0.113
H -1.702 1.686 -0.189 0.165
H -1.986 -0.410 0.453 0.094
```

=====

x:
ORCA calculation (wB97M-V/def2-TZVPD) on a cluster of 2 separate species, C6H6O2S in total.

Computed properties:
Highest occupied orbital energy in eV: -8.3
Lowest unoccupied orbital energy in eV: 0.691
Kohn-Sham gap in eV: 9.01
Structure (SMILES): OC1=CCC=C1.O=C=S
Multiplicity: 1

Structure (XYZ):
```
15
Properties=species:S:1:pos:R:3:lowdin_charge:R:1
O 1.188 -2.056 0.069 0.067
C 0.833 -0.757 -0.036 -0.378
C 0.508 0.120 0.934 -0.082
C 0.187 1.436 0.312 -0.226
C 0.345 1.161 -1.147 -0.105
C 0.729 -0.107 -1.331 -0.026
H 1.135 -2.336 0.993 0.117
H 0.497 -0.055 1.995 0.114
H 0.893 2.208 0.633 0.126
H -0.807 1.807 0.564 0.081
H 0.171 1.902 -1.904 0.102
H 0.935 -0.610 -2.258 0.113
O -1.731 -1.895 1.057 0.104
C -2.107 -0.977 0.461 -0.856
S -2.777 0.158 -0.340 0.849
```

=====

Stability ranking, top entry: x; the second entry is 4.072 eV less favorable.